# C11H13F6NOZr

A molecular structure, C11H13F6NOZr (wB97M-V/def2-TZVPD, OMol25).

For the total energy, the calculation gives -32738.7343 eV. The value obtained for the largest force on an atom is 6.7 eV/A. Its LUMO energy is -1.403 eV. Its multiplicity is 1. Its energy above the lowest of the compared OMol25 structures with the same formula, charge and spin is 85.4 kcal per mole.

Geometry as XYZ:
```
33
Properties=species:S:1:pos:R:3:forces:R:3:nbo_charge:R:1
C 0.861106 -3.149817 -0.509470 -0.6 0.3 1.0 -0.454
C -0.466426 -2.692680 -0.800470 0.2 0.6 1.2 -0.299
C -0.916901 -1.895442 0.291532 0.5 -1.3 -0.6 -0.320
C 0.101453 -1.908334 1.294566 0.0 -0.9 -0.5 -0.344
C 1.177099 -2.722921 0.830934 -0.8 -0.7 -0.2 -0.280
Zr 1.340258 -0.727727 -0.473192 4.0 -0.5 5.3 1.843
N 3.091570 -0.611475 0.788842 -2.9 0.1 -4.2 -1.231
C 0.548866 -0.625250 -2.744107 -1.0 0.4 -2.5 -0.686
C -0.770204 -0.278108 -2.720349 1.4 0.0 -1.8 -0.151
H -1.915559 -1.482956 0.389684 0.3 0.2 -0.1 0.232
H -1.041470 -2.912961 -1.680640 0.0 0.0 -0.2 0.219
H -0.000106 -1.477024 2.281462 0.3 0.0 -0.3 0.264
H 2.033558 -3.037679 1.404246 0.0 0.3 -0.1 0.269
H 1.442746 -3.818725 -1.120582 0.1 0.0 0.0 0.245
H -1.517294 -1.002214 -3.065610 0.1 0.1 1.1 0.218
H 1.276607 0.146631 -3.032160 -0.1 0.1 0.7 0.260
H 4.099633 -0.842968 0.717588 -0.8 0.0 0.3 0.349
H -1.055667 0.777568 -2.789347 0.1 -0.4 0.6 0.226
H 0.839188 -1.632423 -3.084245 -0.2 0.3 0.6 0.259
C -1.958273 1.619796 0.687733 -0.3 -0.3 -0.1 -0.644
C -0.466511 1.776168 0.790018 1.7 -0.2 0.1 0.126
O 0.346900 0.768002 0.221746 -1.9 2.6 0.3 -0.830
C -0.088563 3.116104 0.101733 0.5 0.6 -0.5 0.965
F -0.713983 4.203480 0.632650 0.4 -0.9 -0.3 -0.321
F 1.232820 3.372775 0.102261 -0.8 -0.2 0.1 -0.300
F -0.470871 3.051432 -1.207871 0.1 0.0 0.5 -0.341
C -0.095258 1.826721 2.296994 0.8 -0.5 1.1 0.965
F -0.685774 2.827227 2.999442 0.2 -0.5 -0.7 -0.321
F -0.514122 0.657281 2.875944 0.1 0.8 -0.3 -0.337
F 1.231739 1.900304 2.514502 -1.0 0.1 -0.3 -0.291
H -2.248851 1.392357 -0.332871 0.0 0.1 -0.1 0.225
H -2.400637 2.566130 1.002558 -0.2 -0.2 0.0 0.246
H -2.297075 0.816727 1.336481 -0.1 0.0 0.0 0.239
```
Positions in Å, forces in eV/Å.

=====

# C5H10O2

2 unconnected molecules or ions with the total composition C5H10O2 (wB97M-V/def2-TZVPD, OMol25).

For the total energy, the calculation gives -9441.1508 eV. The value obtained for the largest force on an atom is 0.6 eV/A. Its LUMO energy is 0.889 eV. Its multiplicity is 1. Its energy above the lowest of the compared OMol25 structures with the same formula, charge and spin is 43.6 kcal per mole.

Geometry as XYZ:
```
17
Properties=species:S:1:pos:R:3:forces:R:3:nbo_charge:R:1
C 1.909739 0.168452 -0.210802 0.0 0.0 -0.1 -0.651
C 1.488625 -0.918230 0.738633 -0.1 -0.1 0.0 -0.329
C 0.506550 -1.805215 0.558777 0.2 0.0 0.3 0.145
O -0.371965 -1.901490 -0.469187 0.1 0.1 -0.1 -0.710
H 1.612505 1.167102 0.139934 0.0 -0.2 0.0 0.204
H 1.488943 0.036304 -1.212254 0.1 0.0 0.2 0.217
H 3.000886 0.182191 -0.313092 -0.2 0.0 0.0 0.219
H 2.053706 -1.015524 1.662341 -0.1 0.0 -0.1 0.206
H 0.320770 -2.586132 1.292691 0.1 0.1 -0.1 0.176
H -0.347685 -1.100048 -1.026430 0.0 -0.1 0.0 0.501
C -1.780503 0.974547 0.461913 0.0 -0.1 0.0 -0.738
C -1.535479 1.266060 -0.988498 0.2 -0.2 -0.2 0.465
O -0.923867 0.541276 -1.747005 -0.3 0.3 0.3 -0.555
H -2.787570 1.290396 0.752235 0.1 0.0 -0.1 0.233
H -1.069586 1.561073 1.059056 -0.1 -0.1 -0.1 0.248
H -1.629116 -0.086008 0.672700 0.0 0.2 0.0 0.253
H -1.935959 2.225246 -1.371011 0.1 -0.1 0.0 0.116
```
Positions in Å, forces in eV/Å.

=====

What did the second record say?
# C5H10O2

2 unconnected molecules or ions with the total composition C5H10O2 (wB97M-V/def2-TZVPD, OMol25).

For the total energy, the calculation gives -9441.1508 eV. The value obtained for the largest force on an atom is 0.6 eV/A. Its LUMO energy is 0.889 eV. Its multiplicity is 1. Its energy above the lowest of the compared OMol25 structures with the same formula, charge and spin is 43.6 kcal per mole.

Geometry as XYZ:
```
17
Properties=species:S:1:pos:R:3:forces:R:3:nbo_charge:R:1
C 1.909739 0.168452 -0.210802 0.0 0.0 -0.1 -0.651
C 1.488625 -0.918230 0.738633 -0.1 -0.1 0.0 -0.329
C 0.506550 -1.805215 0.558777 0.2 0.0 0.3 0.145
O -0.371965 -1.901490 -0.469187 0.1 0.1 -0.1 -0.710
H 1.612505 1.167102 0.139934 0.0 -0.2 0.0 0.204
H 1.488943 0.036304 -1.212254 0.1 0.0 0.2 0.217
H 3.000886 0.182191 -0.313092 -0.2 0.0 0.0 0.219
H 2.053706 -1.015524 1.662341 -0.1 0.0 -0.1 0.206
H 0.320770 -2.586132 1.292691 0.1 0.1 -0.1 0.176
H -0.347685 -1.100048 -1.026430 0.0 -0.1 0.0 0.501
C -1.780503 0.974547 0.461913 0.0 -0.1 0.0 -0.738
C -1.535479 1.266060 -0.988498 0.2 -0.2 -0.2 0.465
O -0.923867 0.541276 -1.747005 -0.3 0.3 0.3 -0.555
H -2.787570 1.290396 0.752235 0.1 0.0 -0.1 0.233
H -1.069586 1.561073 1.059056 -0.1 -0.1 -0.1 0.248
H -1.629116 -0.086008 0.672700 0.0 0.2 0.0 0.253
H -1.935959 2.225246 -1.371011 0.1 -0.1 0.0 0.116
```
Positions in Å, forces in eV/Å.

=====

Question: Which formula does entry 1 have?
Answer: C11H13F6NOZr

=====

Question: Which value of multiplicity does entry 2 give?
Answer: 1

=====

What did the first record say?
# C11H13F6NOZr

A molecular structure, C11H13F6NOZr (wB97M-V/def2-TZVPD, OMol25).

For the total energy, the calculation gives -32738.7343 eV. The value obtained for the largest force on an atom is 6.7 eV/A. Its LUMO energy is -1.403 eV. Its multiplicity is 1. Its energy above the lowest of the compared OMol25 structures with the same formula, charge and spin is 85.4 kcal per mole.

Geometry as XYZ:
```
33
Properties=species:S:1:pos:R:3:forces:R:3:nbo_charge:R:1
C 0.861106 -3.149817 -0.509470 -0.6 0.3 1.0 -0.454
C -0.466426 -2.692680 -0.800470 0.2 0.6 1.2 -0.299
C -0.916901 -1.895442 0.291532 0.5 -1.3 -0.6 -0.320
C 0.101453 -1.908334 1.294566 0.0 -0.9 -0.5 -0.344
C 1.177099 -2.722921 0.830934 -0.8 -0.7 -0.2 -0.280
Zr 1.340258 -0.727727 -0.473192 4.0 -0.5 5.3 1.843
N 3.091570 -0.611475 0.788842 -2.9 0.1 -4.2 -1.231
C 0.548866 -0.625250 -2.744107 -1.0 0.4 -2.5 -0.686
C -0.770204 -0.278108 -2.720349 1.4 0.0 -1.8 -0.151
H -1.915559 -1.482956 0.389684 0.3 0.2 -0.1 0.232
H -1.041470 -2.912961 -1.680640 0.0 0.0 -0.2 0.219
H -0.000106 -1.477024 2.281462 0.3 0.0 -0.3 0.264
H 2.033558 -3.037679 1.404246 0.0 0.3 -0.1 0.269
H 1.442746 -3.818725 -1.120582 0.1 0.0 0.0 0.245
H -1.517294 -1.002214 -3.065610 0.1 0.1 1.1 0.218
H 1.276607 0.146631 -3.032160 -0.1 0.1 0.7 0.260
H 4.099633 -0.842968 0.717588 -0.8 0.0 0.3 0.349
H -1.055667 0.777568 -2.789347 0.1 -0.4 0.6 0.226
H 0.839188 -1.632423 -3.084245 -0.2 0.3 0.6 0.259
C -1.958273 1.619796 0.687733 -0.3 -0.3 -0.1 -0.644
C -0.466511 1.776168 0.790018 1.7 -0.2 0.1 0.126
O 0.346900 0.768002 0.221746 -1.9 2.6 0.3 -0.830
C -0.088563 3.116104 0.101733 0.5 0.6 -0.5 0.965
F -0.713983 4.203480 0.632650 0.4 -0.9 -0.3 -0.321
F 1.232820 3.372775 0.102261 -0.8 -0.2 0.1 -0.300
F -0.470871 3.051432 -1.207871 0.1 0.0 0.5 -0.341
C -0.095258 1.826721 2.296994 0.8 -0.5 1.1 0.965
F -0.685774 2.827227 2.999442 0.2 -0.5 -0.7 -0.321
F -0.514122 0.657281 2.875944 0.1 0.8 -0.3 -0.337
F 1.231739 1.900304 2.514502 -1.0 0.1 -0.3 -0.291
H -2.248851 1.392357 -0.332871 0.0 0.1 -0.1 0.225
H -2.400637 2.566130 1.002558 -0.2 -0.2 0.0 0.246
H -2.297075 0.816727 1.336481 -0.1 0.0 0.0 0.239
```
Positions in Å, forces in eV/Å.